ORCA calculation (the ωB97M-V functional and the def2-TZVPD basis) on 2 unconnected molecules or ions with the total composition C3H9N.

```
13
Properties=species:S:1:pos:R:3:nbo_charge:R:1
C -1.643 -0.414 3.029 -0.625
C -1.801 0.207 1.637 -0.802
H -2.350 -1.225 3.202 0.190
H -1.789 0.326 3.817 0.189
H -0.641 -0.835 3.179 0.198
H -2.850 0.264 1.360 0.189
H -1.439 1.233 1.627 0.199
H -1.289 -0.420 0.901 0.199
C 2.415 0.351 -3.863 -0.573
N 3.537 0.328 -3.268 -0.680
H 1.832 1.263 -3.836 0.124
H 2.006 -0.504 -4.398 0.087
H 4.011 -0.574 -3.387 0.305
```

Output
- energy relative to the best compared isomer or geometry (same formula, charge and spin) (eV) = 0.7693
- 2S+1 = 2
- E_tot (hartree) = -174.3604
- LUMO (spin up / spin down) (hartree) = 0.134 / 0.134
- HOMO energy (spin up / spin down) (eV) = 1.48 / -5.94
- Kohn-Sham gap (spin up / spin down) (eV) = 2.18 / 9.58
- ⟨S²⟩ = 0.751
- charge = -1